{
  "formula": "C42H42F14O42",
  "method": "ωB97M-V with the def2-TZVPD basis set",
  "species": ["C", "C", "O", "C", "O", "O", "F", "H", "H", "H", "C", "C", "O", "C", "O", "O", "F", "H", "H", "H", "C", "C", "O", "C", "O", "O", "F", "H", "H", "H", "C", "C", "O", "C", "O", "O", "F", "H", "H", "H", "C", "C", "O", "C", "O", "O", "F", "H", "H", "H", "C", "C", "O", "C", "O", "O", "F", "H", "H", "H", "C", "C", "O", "C", "O", "O", "F", "H", "H", "H", "C", "C", "O", "C", "O", "O", "F", "H", "H", "H", "C", "C", "O", "C", "O", "O", "F", "H", "H", "H", "C", "C", "O", "C", "O", "O", "F", "H", "H", "H", "C", "C", "O", "C", "O", "O", "F", "H", "H", "H", "C", "C", "O", "C", "O", "O", "F", "H", "H", "H", "C", "C", "O", "C", "O", "O", "F", "H", "H", "H", "C", "C", "O", "C", "O", "O", "F", "H", "H", "H"],
  "positions_angstrom": [[11.2846, 11.9161, 23.8508], [12.0967, 13.1910, 23.8314], [12.8801, 13.0909, 22.6465], [13.0003, 11.7705, 22.2790], [13.6387, 11.3422, 21.3765], [12.0515, 11.0776, 22.9067], [12.9036, 13.2302, 24.9994], [10.2580, 12.1300, 23.5473], [11.4588, 11.4022, 24.8889], [11.5117, 14.1351, 23.9136], [9.2219, 9.6144, 17.5030], [9.7631, 10.8897, 18.1144], [10.9351, 10.4924, 18.7201], [10.8765, 9.1544, 19.0317], [11.6138, 8.6001, 19.8118], [9.9085, 8.5939, 18.2922], [8.8929, 11.4126, 19.0634], [9.5412, 9.5703, 16.4636], [8.1622, 9.6205, 17.6211], [10.0112, 11.7286, 17.5318], [14.4820, 15.0989, 20.7792], [14.9787, 15.5060, 19.3805], [15.6711, 16.7583, 19.6180], [15.0858, 17.2586, 20.7280], [15.2753, 18.3966, 21.1097], [14.3310, 16.3782, 21.3997], [13.9074, 15.7023, 18.5271], [15.1246, 14.5874, 21.4458], [13.4531, 14.6389, 20.6416], [15.7586, 15.0111, 18.8174], [15.8549, 19.4741, 17.5329], [14.4535, 18.7362, 17.3211], [14.8110, 17.5199, 16.6087], [16.1779, 17.5379, 16.3642], [16.7245, 16.5694, 15.7825], [16.7644, 18.6246, 16.8453], [13.6931, 19.4692, 16.4633], [16.1509, 19.7100, 18.5878], [15.8409, 20.4387, 17.0444], [13.9142, 18.5500, 18.2294], [15.5991, 14.0133, 12.7526], [15.4761, 14.5331, 14.2064], [15.5703, 13.3230, 14.9775], [15.0351, 12.2988, 14.1265], [14.6027, 11.2821, 14.5441], [14.9574, 12.7386, 12.8698], [14.2451, 15.1587, 14.3869], [16.6962, 13.8674, 12.5450], [15.1214, 14.5157, 11.9047], [16.2446, 15.1916, 14.6617], [19.6603, 17.0478, 14.0299], [20.6339, 16.3715, 14.9809], [20.4649, 15.0107, 14.6660], [19.1970, 14.8363, 14.1851], [18.5653, 13.8236, 14.1716], [18.7653, 15.9731, 13.7206], [20.2537, 16.6051, 16.3204], [20.1431, 17.3105, 13.0596], [19.0711, 17.8295, 14.4771], [21.6930, 16.4268, 15.0269], [15.0065, 9.3056, 19.6412], [16.0648, 8.7694, 20.5747], [17.1383, 9.6512, 20.5581], [17.0632, 10.4536, 19.4564], [17.9708, 11.1925, 19.0805], [15.8449, 10.3270, 18.9255], [16.6281, 7.6488, 20.1250], [14.1828, 9.8227, 20.1346], [14.7418, 8.6506, 18.8046], [15.7227, 8.6846, 21.6496], [17.5753, 9.7815, 15.5335], [16.4210, 9.0389, 14.8947], [16.5924, 7.6885, 15.3443], [17.8260, 7.5532, 15.7616], [18.2991, 6.5569, 16.0929], [18.4329, 8.7705, 15.9488], [16.5475, 9.1190, 13.4957], [17.2624, 10.3289, 16.4100], [18.1872, 10.3930, 14.8416], [15.4515, 9.3174, 15.1939], [17.6508, 12.0782, 23.8950], [18.1792, 10.6512, 23.7505], [17.0424, 9.8077, 23.6964], [15.9225, 10.5475, 24.0954], [14.8441, 10.0367, 24.2032], [16.2807, 11.8113, 24.3828], [18.9265, 10.2446, 24.9095], [17.7162, 12.6475, 22.9137], [18.1043, 12.6016, 24.7457], [18.8666, 10.4371, 22.9557], [18.6835, 13.7796, 17.5336], [19.9357, 13.1093, 18.1305], [19.6446, 13.1167, 19.5399], [18.5275, 13.8077, 19.7888], [18.0216, 13.8258, 20.8737], [18.0201, 14.2723, 18.6819], [21.0290, 13.8300, 17.9122], [17.9231, 13.1425, 17.0902], [18.9577, 14.5432, 16.8244], [20.1012, 12.0575, 17.8646], [12.8621, 9.1031, 13.5850], [11.7512, 9.9529, 14.2173], [11.9869, 9.8450, 15.5685], [13.0364, 8.9579, 15.8670], [13.4662, 8.6570, 16.9423], [13.4706, 8.4644, 14.6577], [10.4219, 9.4864, 14.0143], [13.6419, 9.7216, 13.1141], [12.4343, 8.2891, 12.9351], [11.7501, 10.9921, 13.9608], [8.2766, 15.1111, 17.9543], [9.1162, 16.2099, 17.4190], [9.1258, 15.9242, 16.0418], [8.9356, 14.5929, 15.8568], [9.1081, 14.0268, 14.7881], [8.3509, 14.0536, 16.9766], [10.3909, 16.2803, 17.8409], [7.2451, 15.4777, 17.8206], [8.5286, 14.7585, 18.9494], [8.6167, 17.1118, 17.7342], [12.8004, 12.8349, 16.7147], [13.7361, 12.3955, 17.8356], [13.1299, 12.8344, 19.0801], [11.8945, 13.4110, 18.7936], [11.1069, 13.9229, 19.5446], [11.5926, 13.3684, 17.4335], [14.9198, 13.0256, 17.6467], [12.4679, 12.0814, 16.0326], [13.1692, 13.6675, 16.1047], [13.9079, 11.2883, 17.8391], [10.2447, 13.5842, 11.8112], [11.1836, 14.1244, 12.8446], [12.2875, 14.6579, 12.0203], [12.0914, 14.3334, 10.7330], [12.8638, 14.5236, 9.8807], [10.9431, 13.6475, 10.5956], [11.7801, 13.0241, 13.5771], [9.2960, 14.1410, 11.7458], [9.9132, 12.6731, 12.1476], [10.7810, 14.8077, 13.6295]],
  "forces_ev_per_angstrom": [[2.18, -1.32, 1.26], [0.47, 0.59, 0.86], [0.39, 0.53, 1.25], [-2.16, 0.23, -0.36], [0.88, 0.47, 0.53], [-1.15, -0.08, 0.90], [-0.27, -0.09, -1.40], [0.13, -0.71, -0.10], [-0.96, 1.04, -1.96], [0.59, -0.65, -0.73], [1.40, 0.55, 0.32], [-0.18, -0.08, 0.68], [0.64, -0.17, 0.98], [1.19, -0.59, 0.85], [-1.37, 0.98, -1.52], [-0.81, 0.11, -0.33], [-0.07, -0.45, 0.17], [-0.14, -0.38, 0.01], [-0.68, -0.64, 0.12], [0.04, 0.71, -1.37], [-2.20, 0.23, -1.49], [1.63, 0.26, -0.42], [-1.93, -0.76, 0.30], [0.62, 2.83, 1.64], [-0.37, -1.41, -0.74], [0.16, 0.64, -0.69], [0.21, 0.18, 0.64], [0.79, -1.22, -0.07], [1.48, 0.41, 0.55], [-0.38, -1.12, 0.27], [-1.36, -0.11, 0.55], [2.13, 0.15, -1.07], [1.38, 1.48, 0.88], [-0.25, -3.40, -1.19], [-1.18, 4.06, 2.26], [0.55, -0.50, -0.14], [-0.20, 0.07, 0.18], [-0.21, -1.06, -0.78], [-0.17, 0.11, -0.45], [-0.36, -0.41, 0.22], [1.29, 0.11, 0.48], [0.84, 0.26, 0.10], [-1.50, -0.86, -2.35], [0.20, 2.91, 0.72], [-0.09, -0.93, 0.35], [0.27, -0.91, 0.37], [0.38, -0.66, 0.16], [-1.08, 0.05, 0.13], [-0.05, 0.30, 0.69], [-0.68, -0.46, -1.06], [0.76, -0.42, -1.17], [-0.47, -1.06, 1.40], [-0.59, -0.50, 0.65], [0.10, -0.90, 0.23], [0.61, -0.10, 0.04], [-0.95, 1.33, -0.52], [-0.15, -0.20, -1.06], [-0.26, 0.25, 0.89], [0.09, 0.38, 0.14], [0.88, 1.19, -0.67], [1.43, 1.06, -1.34], [-0.57, 0.14, 2.12], [0.54, 1.83, -0.30], [0.84, 0.90, 0.16], [-2.38, -1.93, 0.53], [-0.08, 0.34, -0.35], [-0.28, -1.99, -0.40], [0.17, -0.28, -0.21], [-0.28, -0.23, 0.81], [0.38, -0.28, -1.20], [0.42, 0.74, -0.47], [0.88, -0.75, -0.67], [-1.62, 1.74, -1.81], [0.76, 2.31, 1.20], [1.72, -3.23, 0.63], [0.47, -1.52, -0.02], [-0.36, -0.38, 1.06], [-0.22, 0.50, 0.16], [-0.96, 0.08, 0.17], [-0.78, 0.49, -0.09], [-0.50, -0.44, 0.24], [0.40, -1.09, 1.60], [-0.04, 1.60, -0.05], [0.36, -1.00, 0.22], [0.85, 0.90, -0.15], [0.12, 0.03, -1.14], [-0.92, 0.73, -0.92], [-0.50, -0.61, 1.25], [0.25, -0.08, -0.61], [-0.07, 0.06, -0.66], [-0.04, -0.82, 0.03], [-1.78, -1.21, 0.99], [1.18, 0.28, -0.75], [0.28, -1.79, 0.90], [-0.18, 0.76, 0.12], [-1.08, 1.90, -0.51], [1.05, 0.69, -0.28], [0.54, -0.54, -0.35], [0.01, 0.53, 0.21], [0.02, 0.39, -0.11], [-0.96, -0.41, -1.44], [-0.70, -0.60, -0.12], [1.08, -0.60, 2.01], [-0.25, -0.43, -1.44], [-0.85, 0.85, -1.37], [0.27, -0.37, 2.65], [1.41, 0.10, -0.18], [-0.67, -0.23, -0.22], [0.45, 1.09, 0.31], [-0.10, 0.38, -0.41], [-1.18, -0.89, -0.38], [-0.10, -0.04, 0.17], [0.38, 0.29, -0.22], [-1.19, -1.18, -1.11], [-0.26, 0.99, 2.50], [1.59, 0.23, -1.06], [0.52, -0.18, 0.27], [0.20, -0.14, 0.82], [-0.03, -0.08, -0.06], [0.13, 0.88, -0.82], [-1.65, 1.55, 0.64], [-0.49, -0.73, -0.29], [-1.29, 0.48, -1.66], [-0.64, 0.42, -1.26], [1.46, -0.92, 0.00], [2.15, -0.86, 0.98], [0.26, -0.03, 0.64], [-0.12, -0.68, 0.05], [0.33, -0.15, 0.47], [-0.08, 1.07, 0.41], [-0.78, 2.63, 0.18], [2.37, -0.04, 0.32], [-1.62, 0.14, 2.20], [-0.79, -1.20, 1.21], [1.19, 0.64, -1.53], [-0.42, -0.55, -0.52], [-0.72, 1.36, -0.86], [0.53, 0.40, -0.06], [-0.22, -2.84, 0.10], [0.72, -0.40, -1.04]],
  "fmax_ha_per_bohr": 0.0932,
  "de_lowest_kj_mol": 132.8,
  "homo_lumo_gap_ev": 11.10,
  "total_energy_ha": -6184.0589,
  "homo_energy_ha": -0.402
}

{
  "formula": "C42H42F6N5OS",
  "method": "ωB97M-V with the def2-TZVPD basis set",
  "species": ["F", "C", "F", "F", "C", "C", "C", "N", "C", "S", "N", "C", "C", "C", "C", "C", "N", "C", "C", "C", "F", "F", "F", "C", "H", "H", "H", "H", "H", "H", "H", "H", "H", "H", "H", "H", "H", "H", "H", "C", "N", "C", "O", "C", "C", "C", "C", "C", "C", "C", "C", "N", "C", "C", "C", "C", "C", "C", "C", "C", "C", "C", "C", "C", "C", "C", "C", "C", "C", "C", "H", "H", "H", "H", "H", "H", "H", "H", "H", "H", "H", "H", "H", "H", "H", "H", "H", "H", "H", "H", "H", "H", "H", "H", "H", "H", "H"],
  "positions_angstrom": [[8.0358, -6.6422, 0.2887], [7.4150, -6.5468, 1.5108], [6.8712, -7.7661, 1.7830], [8.4031, -6.3240, 2.4380], [6.3939, -5.4365, 1.5168], [5.0652, -5.6713, 1.8726], [4.1236, -4.6410, 1.7254], [2.7528, -4.8766, 1.9327], [1.7450, -4.2299, 1.2147], [1.9499, -3.7575, -0.3736], [0.5977, -4.0461, 1.9426], [-0.4254, -2.9759, 1.7240], [-0.8494, -2.7987, 0.2669], [-1.1777, -4.1768, -0.3144], [-2.5209, -4.1126, -1.0156], [-3.2892, -2.9909, -0.3596], [-2.2495, -2.0159, 0.2188], [4.5452, -3.3722, 1.3213], [5.8936, -3.1322, 1.0787], [6.3613, -1.7328, 0.7924], [7.2205, -1.6883, -0.2712], [5.3247, -0.8811, 0.5064], [7.0234, -1.1979, 1.8679], [6.8295, -4.1637, 1.1517], [4.7452, -6.6571, 2.2055], [2.5013, -5.6210, 2.5845], [0.6511, -4.3829, 2.9025], [-1.3088, -3.3099, 2.3073], [-0.0698, -2.0162, 2.1439], [-0.1576, -2.1851, -0.3172], [-0.3708, -4.5499, -0.9580], [-1.2470, -4.8827, 0.5258], [-2.3994, -3.8840, -2.0798], [-3.0683, -5.0597, -0.9499], [-3.9086, -2.5125, -1.1173], [-3.9373, -3.2794, 0.4714], [-2.4828, -1.9177, 1.2156], [3.8225, -2.5711, 1.1814], [7.8745, -3.9747, 0.9259], [1.4371, 4.9982, -0.2364], [0.6246, 4.0895, -1.0042], [0.7423, 4.0044, -2.3672], [1.5971, 4.5744, -3.0456], [-0.2959, 2.9859, -2.8261], [0.3027, 2.0952, -3.9156], [1.2522, 1.1022, -3.3069], [2.5102, 1.4958, -2.8382], [3.2427, 0.6378, -2.0203], [2.7362, -0.6329, -1.7255], [1.5405, -1.0640, -2.2973], [0.8330, -0.2174, -3.1428], [-0.6439, 2.3317, -1.5708], [-1.3350, 1.1627, -1.4647], [-1.4561, 0.3745, -0.3626], [-2.5165, -0.7049, -0.3794], [-3.8281, -0.2522, 0.3206], [-5.0990, -0.6064, -0.1428], [-6.2087, -0.4960, 0.7040], [-6.0554, 0.0627, 1.9778], [-4.8010, 0.5112, 2.4034], [-3.6808, 0.3275, 1.5825], [-0.3851, 3.2082, -0.4179], [-1.5743, 3.9804, 0.0811], [-1.7668, 5.2978, -0.1529], [-2.8210, 6.1119, 0.4358], [-3.0906, 7.4112, -0.0639], [-4.0953, 8.1968, 0.4968], [-4.8447, 7.7113, 1.5808], [-4.5804, 6.4337, 2.0952], [-3.5828, 5.6370, 1.5296], [1.9879, 5.6291, -0.9432], [0.8036, 5.6166, 0.4088], [2.1552, 4.4373, 0.3805], [-1.1715, 3.5526, -3.2008], [-0.5109, 1.6046, -4.4585], [0.8409, 2.7594, -4.6041], [2.8902, 2.4893, -3.0862], [4.1966, 0.9616, -1.5989], [3.2769, -1.3066, -1.0577], [1.1488, -2.0610, -2.0832], [-0.0880, -0.5547, -3.6242], [-1.7882, 0.8203, -2.4043], [-0.8410, 0.5412, 0.5289], [-2.6996, -0.9077, -1.4491], [-5.2270, -1.0144, -1.1539], [-7.1856, -0.8650, 0.3728], [-6.9208, 0.1456, 2.6346], [-4.6836, 0.9725, 3.3871], [-2.6764, 0.5969, 1.9260], [0.0266, 2.6102, 0.4142], [-2.3253, 3.3736, 0.5939], [-1.1081, 5.8125, -0.8606], [-2.4970, 7.7819, -0.9032], [-4.2986, 9.1907, 0.0933], [-5.6290, 8.3264, 2.0236], [-5.1533, 6.0545, 2.9431], [-3.3634, 4.6458, 1.9343]],
  "forces_ev_per_angstrom": [[-0.63, 0.11, 1.24], [0.88, -0.67, 0.03], [0.40, 1.00, -0.19], [-0.91, -0.24, -0.88], [-0.04, 0.26, 0.18], [-0.22, 0.25, -0.34], [0.75, -0.13, -0.55], [-0.76, -0.14, 0.22], [0.39, 0.12, -0.11], [0.33, -0.22, 0.98], [-0.29, 0.39, -0.08], [0.49, -0.11, 0.52], [-0.82, 0.26, -0.94], [0.03, -0.58, 0.00], [0.10, -0.12, -0.30], [-0.16, -0.35, 0.25], [0.35, -2.23, 1.34], [0.25, 0.03, 0.15], [-0.15, -0.33, 0.20], [0.46, 1.00, -0.32], [-0.74, -0.01, 1.00], [0.86, -0.71, 0.24], [-0.58, -0.48, -1.00], [-0.31, 0.04, -0.01], [0.11, 0.15, -0.19], [0.06, 0.50, -0.25], [-0.10, 0.36, -0.32], [0.38, 0.20, -0.24], [-0.04, -0.37, -0.10], [-0.18, -0.24, 0.15], [-0.37, 0.26, 0.22], [0.03, 0.13, -0.23], [0.04, -0.04, 0.13], [0.13, 0.22, -0.03], [0.22, 0.20, 0.49], [0.12, -0.19, -0.17], [-0.11, 0.11, -0.35], [0.26, -0.20, 0.18], [-0.13, -0.07, 0.00], [0.26, 0.00, 0.30], [0.06, -0.11, -0.49], [1.10, 0.24, 0.52], [-1.51, -0.57, 0.68], [-0.28, 0.54, -0.20], [0.05, 0.07, -0.21], [0.07, -0.36, -0.47], [-0.09, 0.01, 0.28], [-0.11, -0.21, -0.07], [0.01, -0.06, 0.17], [0.13, -0.06, -0.26], [0.03, 0.17, 0.47], [-0.54, -0.50, 0.39], [0.34, -0.22, 0.12], [0.27, -0.21, -0.01], [-0.30, 2.40, -1.44], [0.35, -0.34, 0.03], [-0.18, -0.04, 0.10], [0.22, 0.19, -0.07], [0.10, -0.01, -0.16], [0.11, -0.12, -0.13], [-0.40, -0.11, 0.20], [0.78, 0.36, -0.76], [-0.59, 0.60, -0.42], [0.32, -1.13, -0.21], [-1.07, 0.64, 0.46], [0.12, -0.67, 0.26], [-0.16, -0.22, 0.29], [0.32, -0.18, -0.25], [0.13, 0.03, -0.25], [0.10, 0.49, -0.36], [-0.14, -0.16, 0.22], [0.23, -0.07, -0.06], [-0.14, 0.22, -0.10], [0.33, -0.17, -0.13], [0.22, -0.07, -0.03], [-0.29, -0.04, 0.07], [-0.16, -0.27, 0.19], [-0.26, -0.15, -0.19], [-0.09, 0.26, -0.21], [0.27, 0.32, -0.22], [0.18, 0.10, 0.20], [-0.03, 0.21, 0.31], [-0.47, 0.13, -0.22], [-0.11, 0.13, 0.34], [0.01, 0.21, 0.48], [0.39, 0.29, 0.11], [0.24, 0.02, -0.15], [-0.07, -0.17, -0.33], [-0.44, 0.05, -0.04], [0.13, 0.25, -0.29], [0.28, 0.30, 0.18], [0.02, -0.12, 0.43], [-0.20, -0.06, 0.25], [0.07, -0.32, 0.14], [0.24, -0.17, -0.12], [0.15, 0.15, -0.24], [-0.14, 0.39, -0.02]],
  "total_charge": 1,
  "fmax_ha_per_bohr": 0.0547,
  "de_lowest_kj_mol": 0.0,
  "homo_lumo_gap_ev": 7.86,
  "total_energy_ha": -2971.8458,
  "homo_energy_ha": -0.383
}